# C5H6O3

A structure of composition C5H6O3 in a non-equilibrium geometry (ωB97M-V/def2-TZVPD, the Open Molecules 2025 dataset).

Atoms and positions in Å:
C -0.596 0.275 -0.115
C -0.547 0.497 -1.610
C 0.293 1.339 0.864
C 0.082 -0.894 0.413
C 0.917 -0.535 1.405
O 1.424 0.785 1.361
O -0.194 -2.146 -0.039
O 0.005 2.516 0.935
H 0.395 -2.783 0.398
H -1.583 0.424 0.324
H 1.459 -1.167 2.092
H 0.093 1.344 -1.879
H -1.551 0.724 -1.987
H -0.196 -0.380 -2.161

Summary:
Kohn-Sham gap: 9.46 eV
ΔE to the lowest compared entry with this formula, charge and spin: 1.509 eV
Max |F|: 4.614 eV/Å
HOMO: -8.95 eV
E_tot: -11422.9034 eV

Atomic partial charges in e from the Löwdin method, atoms 1 to 6: -0.1672, -0.0325, -0.3799, -0.3256, -0.0362, 0.0774



# C5H6O3

The molecule C5H6O3 in a non-equilibrium geometry (ωB97M-V/def2-TZVPD, the Open Molecules 2025 dataset).

Atoms and positions in Å:
C 1.712 0.145 -0.017
C 0.695 0.948 -0.545
C -0.482 0.068 -1.105
C -1.408 -0.128 0.028
C -1.389 0.120 1.237
H 2.282 -1.715 -0.159
H -0.075 -0.964 -1.465
H -1.104 0.842 -1.880
H -2.244 -1.022 -0.094
H -2.225 -0.357 1.871
H -0.397 0.578 1.710
O 1.594 -1.112 -0.323
O 2.428 0.386 0.931
O 0.613 2.210 -0.188

Summary:
Kohn-Sham gap: 8.97 eV
ΔE to the lowest compared entry with this formula, charge and spin: 3.902 eV
Max |F|: 8.873 eV/Å
SMILES: C=CCC(=O)C(=O)O
HOMO: -10.17 eV
E_tot: -11420.5106 eV

Atomic partial charges in e from the Löwdin method, atoms 1 to 6: -0.5299, -0.2432, -0.1152, -0.2931, -0.0430, 0.1260



# C5H6O3

The molecule C5H6O3 in a non-equilibrium geometry (ωB97M-V/def2-TZVPD, the Open Molecules 2025 dataset).

Atoms and positions in Å:
C 1.449 -0.103 0.321
C 0.180 -0.103 0.146
C 2.717 0.251 0.234
C -1.247 -0.684 0.410
C -0.960 0.493 -0.494
O 3.526 -0.569 -0.465
O -1.834 -1.741 -0.145
O -1.463 1.751 -0.172
H 3.146 0.858 1.003
H -1.696 -0.436 1.442
H -1.101 0.212 -1.519
H 3.020 -1.196 -0.961
H -1.547 -1.807 -1.096
H -1.259 1.880 0.718

Summary:
Kohn-Sham gap: 8.89 eV
ΔE to the lowest compared entry with this formula, charge and spin: 4.510 eV
Max |F|: 4.056 eV/Å
SMILES: OC=C=C1[C@H](O)[C@H]1O
HOMO: -8.45 eV
E_tot: -11419.9025 eV

Atomic partial charges in e from the Löwdin method, atoms 1 to 6: 0.0523, -0.0940, -0.1770, -0.2877, -0.2970, 0.0149